C15H21N5O5S | ωB97M-V/def2-TZVPD

```
47
Properties=species:S:1:pos:R:3
C -5.763 -2.336 -1.560
C -4.381 -1.817 -1.234
H -3.775 -2.555 -0.717
H -3.867 -1.434 -2.110
S -4.591 -0.410 -0.088
O -5.140 -0.909 1.137
O -5.267 0.639 -0.785
N -3.064 0.143 0.264
C -2.333 0.841 -0.760
H -1.812 0.133 -1.426
H -3.057 1.418 -1.335
C -1.291 1.772 -0.116
N -0.452 1.011 0.780
C 0.846 0.694 0.487
C 1.330 -0.611 0.691
C 2.618 -0.919 0.316
N 3.323 -2.088 0.383
C 4.586 -1.906 -0.171
O 5.448 -2.747 -0.268
N 4.652 -0.595 -0.583
C 3.462 0.038 -0.297
C 3.034 1.326 -0.472
C 1.743 1.664 -0.037
N 1.456 3.058 -0.016
O 0.601 3.473 0.748
O 2.127 3.784 -0.732
H 3.660 2.098 -0.888
C 5.811 -0.005 -1.195
H 5.566 0.374 -2.189
H 6.568 -0.784 -1.276
H 6.193 0.814 -0.583
C 2.884 -3.341 0.932
H 2.625 -3.230 1.986
H 3.710 -4.043 0.831
H 2.017 -3.719 0.385
H 0.692 -1.373 1.105
C -1.215 0.302 1.779
H -1.771 1.051 2.354
C -2.232 -0.646 1.135
H -1.710 -1.439 0.574
H -2.884 -1.096 1.884
H -0.547 -0.229 2.456
H -1.792 2.567 0.443
H -0.702 2.220 -0.915
H -5.717 -3.182 -2.243
H -6.259 -2.644 -0.642
H -6.349 -1.541 -2.014
```

Summary:
HOMO-LUMO gap: 7.6 eV
SMILES: CCS(=O)(=O)N1CCN(c2cc3c(cc2[N+](=O)[O-])n(C)c(=O)n3C)CC1
Total energy: -1632.29351 a.u.

---

C15H21NO4 | ωB97M-V/def2-TZVPD

```
41
Properties=species:S:1:pos:R:3
C -6.353 -0.776 1.387
C -5.304 -0.611 0.295
C -4.094 -1.513 0.530
C -3.027 -1.317 -0.541
O -2.501 -0.015 -0.428
C -1.559 0.299 -1.425
C -1.121 1.751 -1.251
H -2.003 2.388 -1.327
H -0.427 2.013 -2.050
C -0.460 2.003 0.107
N 0.817 1.339 0.230
C 1.990 1.997 0.087
O 2.056 3.200 -0.075
C 3.213 1.141 0.179
C 4.368 1.730 0.678
C 5.565 1.031 0.790
C 5.562 -0.277 0.366
C 4.410 -0.871 -0.156
C 3.224 -0.191 -0.259
H 2.362 -0.667 -0.697
O 4.689 -2.164 -0.514
C 6.053 -2.364 -0.207
O 6.586 -1.182 0.350
H 6.151 -3.190 0.516
H 6.604 -2.620 -1.126
H 6.457 1.488 1.183
H 4.317 2.764 0.981
H 0.815 0.347 0.392
H -0.266 3.072 0.223
H -1.126 1.659 0.901
H -0.694 -0.382 -1.357
H -2.007 0.163 -2.423
H -2.220 -2.059 -0.417
H -3.463 -1.460 -1.543
H -3.655 -1.285 1.502
H -4.403 -2.560 0.528
H -4.963 0.425 0.264
H -5.747 -0.848 -0.675
H -5.936 -0.522 2.359
H -6.707 -1.804 1.425
H -7.205 -0.127 1.198
```

Summary:
HOMO-LUMO gap: 9.0 eV
ΔE to the lowest compared entry with this formula, charge and spin: 1.781 eV
SMILES: CCCCOCCCNC(=O)c1ccc2c(c1)OCO2
Total energy: -939.88614 a.u.

---

C15H21O | ωB97M-V/def2-TZVPD

```
37
Properties=species:S:1:pos:R:3
C 2.913 0.519 2.267
O 1.599 0.926 1.795
C 0.817 0.114 1.009
C -0.614 0.376 1.420
C -1.490 -0.651 1.655
C -2.756 -0.424 2.209
C -3.238 0.852 2.472
C -2.366 1.901 2.180
C -1.065 1.681 1.659
H 3.471 1.452 2.440
H 2.809 -0.031 3.225
H 3.437 -0.095 1.505
H 0.985 -0.965 1.455
H -1.126 -1.659 1.389
H -3.419 -1.279 2.413
H -4.251 1.021 2.873
H -2.710 2.905 2.435
H -0.396 2.527 1.416
C 0.348 -2.561 -0.528
C 0.427 -1.302 -1.252
C 1.077 -0.169 -0.582
C 0.892 1.166 -1.354
C 0.040 1.225 -2.658
C 0.142 -0.073 -3.481
C -0.152 -1.330 -2.648
H -0.123 -3.394 -1.064
H 1.326 -2.969 -0.243
H -0.226 -2.514 0.396
H 2.263 -0.396 -0.381
H 0.455 1.839 -0.620
H 1.873 1.641 -1.612
H -1.001 1.458 -2.383
H 0.369 2.086 -3.275
H -0.497 0.001 -4.371
H 1.165 -0.131 -3.876
H 0.277 -2.192 -3.215
H -1.254 -1.553 -2.673
```

Summary:
HOMO-LUMO gap: 6.3 eV
ΔE to the lowest compared entry with this formula, charge and spin: 1.116 eV
Total energy: -659.04096 a.u.
Net charge: +1